Molecular formula: C6H9N
Method: DFT, ωB97M-V with the def2-TZVPD basis set

```
! wB97M-V def2-TZVPD RIJCOSX def2/J DEFGRID3
* xyz 0 1
C -1.417 2.015 -0.127
C -0.510 0.893 0.286
C -0.697 -0.038 1.297
C 0.358 -1.892 -0.374
C 0.513 -0.786 1.190
C 1.292 -0.415 0.024
N 0.683 0.732 -0.422
H -2.265 2.039 0.556
H -1.807 1.882 -1.144
H -0.915 2.990 -0.095
H 1.129 -2.467 -0.885
H -0.423 -1.489 -1.013
H -0.148 -2.600 0.296
H 0.905 -1.536 1.870
H 2.355 -0.545 -0.198
H 0.947 1.219 -1.261
*
```

- Molar mass: 95.1 g/mol
- Calculated total energy: -288.61126 a.u.
- ΔE to the lowest compared entry with this formula, charge and spin: 107.2 kcal/mol

Molecular formula: C64H176N16O16
Method: DFT, ωB97M-V with the def2-TZVPD basis set

```
! wB97M-V def2-TZVPD RIJCOSX def2/J DEFGRID3
* xyz 0 1
C 5.526 -1.854 7.236
C 6.798 -2.442 7.880
C 6.715 -3.630 8.803
O 7.951 -4.038 9.243
C 7.843 -4.971 10.385
N 7.859 -2.754 6.926
H 5.009 -2.553 6.579
H 5.795 -0.969 6.659
H 4.755 -1.538 7.938
H 7.180 -1.557 8.388
H 6.236 -4.505 8.364
H 6.038 -3.353 9.611
H 7.635 -4.475 11.333
H 8.799 -5.493 10.423
H 7.124 -5.772 10.210
H 7.461 -3.421 6.280
H 8.685 -3.151 7.349
C -5.575 1.025 2.342
C -5.256 1.016 3.858
C -4.776 2.377 4.484
O -3.726 2.935 3.604
C -2.417 2.684 4.095
N -6.345 0.299 4.584
H -4.729 1.005 1.655
H -6.068 1.981 2.166
H -6.244 0.257 1.954
H -4.295 0.517 3.980
H -4.530 2.413 5.546
H -5.649 3.004 4.303
H -2.239 3.114 5.081
H -1.674 3.083 3.405
H -2.295 1.609 4.226
H -5.997 -0.077 5.454
H -6.493 -0.579 4.107
C -2.009 -8.909 -1.200
C -2.523 -8.282 -2.485
C -1.782 -6.993 -2.857
O -0.384 -7.163 -2.723
C 0.247 -6.362 -1.759
N -2.417 -9.258 -3.570
H -0.957 -9.179 -1.290
H -2.559 -9.828 -0.996
H -1.960 -8.227 -0.352
H -3.569 -7.985 -2.405
H -2.170 -6.254 -2.155
H -1.978 -6.693 -3.886
H -0.194 -5.394 -1.994
H 1.333 -6.448 -1.763
H -0.174 -6.668 -0.801
H -2.380 -10.158 -3.113
H -1.513 -9.122 -3.998
C 4.170 3.785 -4.792
C 4.238 2.522 -4.019
C 4.993 1.292 -4.561
O 4.898 0.280 -3.609
C 5.784 -0.787 -3.902
N 4.819 2.852 -2.720
H 5.008 4.480 -4.752
H 3.225 4.297 -4.615
H 4.147 3.445 -5.828
H 3.208 2.205 -3.858
H 6.021 1.650 -4.618
H 4.671 1.044 -5.572
H 6.786 -0.797 -3.473
H 5.718 -1.138 -4.932
H 5.306 -1.639 -3.420
H 5.067 1.928 -2.397
H 5.719 3.295 -2.837
C -5.676 -4.757 1.098
C -6.191 -5.314 2.473
C -5.143 -5.700 3.543
O -4.443 -6.840 3.083
C -3.469 -7.308 3.899
N -7.046 -4.249 3.016
H -5.427 -5.515 0.356
H -4.840 -4.075 1.252
H -6.334 -4.196 0.434
H -6.823 -6.177 2.261
H -5.633 -5.844 4.505
H -4.610 -4.765 3.713
H -3.835 -7.559 4.895
H -2.681 -6.573 4.062
H -2.952 -8.186 3.510
H -7.346 -4.497 3.948
H -7.927 -4.072 2.555
C -0.698 0.439 8.696
C -1.633 -0.760 8.488
C -0.968 -1.854 7.604
O 0.107 -2.428 8.305
C 0.824 -3.413 7.574
N -2.232 -1.184 9.772
H 0.156 0.066 9.261
H -1.269 1.177 9.259
H -0.245 0.972 7.860
H -2.452 -0.383 7.876
H -0.688 -1.371 6.669
H -1.622 -2.644 7.236
H 1.817 -3.553 8.001
H 0.937 -3.147 6.523
H 0.325 -4.379 7.651
H -3.181 -1.294 9.446
H -2.221 -0.350 10.342
C 1.179 -0.883 0.890
C 0.954 0.146 -0.274
C -0.440 0.220 -0.905
O -0.729 -0.975 -1.587
C -1.938 -0.921 -2.420
N 1.317 1.487 0.353
H 1.006 -1.942 0.699
H 0.454 -0.653 1.670
H 2.156 -0.847 1.373
H 1.646 -0.054 -1.092
H -0.488 1.053 -1.606
H -1.209 0.514 -0.191
H -1.892 -0.117 -3.154
H -2.813 -0.769 -1.788
H -1.935 -1.875 -2.948
H 0.938 2.320 -0.074
H 2.298 1.695 0.230
C 4.513 6.784 8.466
C 3.499 5.691 7.974
C 4.212 4.287 8.094
O 3.439 3.260 7.436
C 3.163 3.410 6.046
N 2.307 5.655 8.756
H 4.801 6.510 9.481
H 3.997 7.730 8.630
H 5.383 6.889 7.818
H 3.303 5.955 6.935
H 4.265 3.940 9.126
H 5.195 4.294 7.623
H 4.069 3.748 5.542
H 2.369 4.116 5.801
H 2.768 2.515 5.564
H 1.892 6.561 8.922
H 1.617 5.021 8.381
C 11.865 0.594 5.895
C 10.816 1.579 5.294
C 10.283 1.224 3.929
O 9.325 2.216 3.488
C 8.246 1.823 2.694
N 9.725 1.675 6.253
H 12.806 0.626 5.346
H 11.610 -0.465 5.860
H 12.054 0.805 6.948
H 11.187 2.592 5.137
H 9.707 0.304 4.027
H 11.013 1.002 3.150
H 7.621 2.702 2.535
H 7.549 1.181 3.231
H 8.518 1.355 1.748
H 9.492 0.734 6.537
H 8.966 2.041 5.696
C -3.467 5.679 -0.670
C -3.262 7.241 -0.393
C -2.808 7.566 1.027
O -2.702 8.976 1.229
C -2.421 9.364 2.566
N -2.265 7.717 -1.324
H -3.606 5.402 -1.715
H -4.288 5.160 -0.175
H -2.552 5.180 -0.353
H -4.217 7.735 -0.572
H -1.829 7.142 1.253
H -3.583 7.310 1.749
H -3.246 9.193 3.258
H -2.325 10.449 2.551
H -1.440 9.079 2.945
H -2.088 8.611 -0.890
H -1.473 7.145 -1.064
C -8.499 0.411 -2.940
C -9.907 1.046 -2.985
C -9.955 2.315 -3.759
O -9.061 3.236 -3.148
C -9.587 3.834 -2.004
N -10.822 -0.027 -3.436
H -7.753 1.061 -2.482
H -8.103 0.110 -3.909
H -8.503 -0.354 -2.162
H -10.226 1.304 -1.975
H -10.974 2.665 -3.921
H -9.592 2.089 -4.762
H -9.602 3.154 -1.152
H -10.655 4.048 -2.040
H -8.964 4.698 -1.775
H -10.599 -0.869 -2.924
H -10.523 -0.216 -4.382
C 6.536 -3.931 1.049
C 7.639 -4.903 1.322
C 8.999 -4.202 1.000
O 9.012 -3.807 -0.382
C 10.098 -3.032 -0.935
N 7.542 -5.362 2.742
H 5.586 -4.457 1.146
H 6.528 -3.529 0.035
H 6.573 -3.033 1.666
H 7.623 -5.796 0.696
H 9.811 -4.890 1.234
H 9.166 -3.337 1.642
H 11.056 -3.543 -0.828
H 10.083 -2.038 -0.488
H 9.908 -2.771 -1.975
H 8.349 -5.892 3.036
H 6.849 -6.087 2.862
C 2.679 6.821 1.047
C 2.165 7.334 -0.277
C 3.161 8.198 -1.071
O 2.771 8.408 -2.434
C 3.863 9.029 -3.222
N 1.820 6.230 -1.227
H 3.643 6.357 0.842
H 1.981 6.137 1.529
H 2.765 7.615 1.789
H 1.360 8.064 -0.189
H 4.151 7.742 -1.064
H 3.326 9.183 -0.635
H 4.791 8.461 -3.285
H 4.112 10.014 -2.828
H 3.412 9.273 -4.184
H 2.680 5.727 -1.391
H 1.796 6.707 -2.117
C -0.737 1.097 -9.660
C 0.142 0.440 -8.604
C 0.335 -1.109 -8.752
O 1.320 -1.694 -7.889
C 1.001 -1.544 -6.572
N 1.430 1.071 -8.698
H -1.735 0.665 -9.588
H -0.395 0.837 -10.662
H -0.648 2.180 -9.574
H -0.139 0.810 -7.618
H 0.533 -1.314 -9.804
H -0.627 -1.532 -8.463
H 0.991 -0.538 -6.151
H 1.630 -2.137 -5.908
H 0.022 -1.946 -6.311
H 1.795 0.835 -9.610
H 1.999 0.531 -8.062
C -6.291 -7.926 -9.659
C -5.548 -8.133 -8.330
C -6.445 -7.528 -7.139
O -6.776 -6.168 -7.239
C -5.691 -5.310 -6.875
N -5.178 -9.520 -8.077
H -5.860 -8.490 -10.486
H -6.351 -6.858 -9.871
H -7.275 -8.372 -9.515
H -4.634 -7.540 -8.340
H -6.011 -7.822 -6.183
H -7.387 -8.071 -7.208
H -5.608 -4.457 -7.549
H -4.674 -5.700 -6.830
H -5.911 -4.812 -5.931
H -6.050 -10.018 -7.974
H -4.777 -9.467 -7.152
C -5.938 2.470 -7.839
C -6.895 2.792 -8.990
C -6.534 4.008 -9.913
O -7.475 4.090 -10.982
C -7.360 5.256 -11.715
N -7.086 1.515 -9.727
H -6.040 3.214 -7.049
H -4.888 2.483 -8.131
H -6.008 1.440 -7.488
H -7.764 3.083 -8.401
H -5.536 3.834 -10.315
H -6.562 4.882 -9.261
H -8.052 5.185 -12.554
H -6.340 5.195 -12.094
H -7.535 6.231 -11.260
H -6.289 1.024 -10.108
H -7.627 1.694 -10.561
*
```

- Molar mass: 1426.2 g/mol
- Calculated total energy: -4623.33449 a.u.
- ΔE to the lowest compared entry with this formula, charge and spin: 220.0 kcal/mol

Molecular formula: C27H28N6O6
Method: DFT, ωB97M-V with the def2-TZVPD basis set

```
! wB97M-V def2-TZVPD RIJCOSX def2/J DEFGRID3
* xyz 0 1
C -6.296 -0.367 0.115
C -4.872 -0.128 -0.311
C -4.302 1.143 -0.182
C -2.971 1.387 -0.539
C -2.435 2.778 -0.404
C -2.204 0.314 -1.013
N -0.806 0.527 -1.308
C 0.299 0.044 -0.753
N 1.402 0.549 -1.310
C 2.775 0.261 -1.010
C 3.205 -1.073 -0.915
C 2.301 -2.211 -1.223
C 4.538 -1.326 -0.579
C 5.454 -0.290 -0.391
C 6.877 -0.604 -0.026
C 5.021 1.023 -0.575
C 3.691 1.321 -0.874
C 3.292 2.754 -1.020
C 1.038 1.261 -2.541
C -0.459 1.236 -2.554
C -2.799 -0.918 -1.319
C -2.083 -1.936 -2.146
C -4.100 -1.149 -0.864
H -6.570 -1.417 -0.048
H -6.441 -0.137 1.181
H -7.004 0.260 -0.449
H -4.905 1.964 0.210
H -1.377 2.842 -0.658
H -2.987 3.472 -1.054
H -2.562 3.141 0.624
H 2.884 -3.140 -1.232
H 1.515 -2.337 -0.472
H 1.823 -2.112 -2.205
H 4.870 -2.360 -0.491
H 7.441 0.319 0.155
H 6.922 -1.222 0.883
H 7.384 -1.167 -0.824
H 5.734 1.844 -0.472
H 4.054 3.378 -0.535
H 3.266 3.065 -2.071
H 2.339 2.985 -0.539
H 1.440 2.275 -2.545
H 1.478 0.749 -3.407
H -0.847 0.675 -3.417
H -0.914 2.231 -2.574
H -2.772 -2.759 -2.368
H -1.735 -1.523 -3.100
H -1.233 -2.379 -1.614
H -4.534 -2.147 -0.975
O -2.145 0.347 5.991
N -2.249 -0.560 5.150
O -2.974 -1.570 5.323
C -1.535 -0.504 3.888
C -1.757 -1.549 3.004
C -1.039 -1.590 1.786
N -1.113 -2.814 1.015
O -2.033 -3.629 1.236
O -0.233 -3.030 0.136
C -0.219 -0.555 1.338
C -0.022 0.487 2.220
N 1.018 1.431 2.270
O 1.872 1.791 1.459
O 1.106 1.880 3.607
N 0.126 1.318 4.382
C -0.566 0.518 3.536
H -2.438 -2.363 3.228
H 0.362 -0.704 0.172
*
```

- Molar mass: 532.6 g/mol
- Calculated total energy: -1825.17229 a.u.

Molecular formula: C6H36N2O11
Method: DFT, ωB97M-V with the def2-TZVPD basis set

```
! wB97M-V def2-TZVPD RIJCOSX def2/J DEFGRID3
* xyz 0 1
C 2.751 2.984 1.078
N 1.704 3.433 0.125
C 1.015 2.339 -0.555
C 0.172 1.356 0.286
C -0.641 1.960 1.417
C -2.102 2.164 0.957
C -1.989 1.722 -0.512
N -0.837 0.786 -0.687
H 2.375 3.254 2.062
H 3.680 3.531 0.913
H 2.976 1.932 0.886
H 2.046 4.103 -0.542
H 0.376 2.838 -1.296
H 1.734 1.751 -1.148
H 0.856 0.551 0.554
H -0.573 1.331 2.312
H -0.132 2.794 1.916
H -2.760 1.490 1.494
H -2.407 3.207 1.009
H -2.900 1.225 -0.842
H -1.779 2.588 -1.138
H -1.156 -0.051 -0.197
O 1.086 -3.110 2.223
H 0.249 -3.591 2.259
H 1.432 -3.138 3.121
O -4.420 -1.110 -0.799
H -4.151 -2.034 -0.842
H -3.813 -0.648 -1.389
O 3.246 -3.351 -0.546
H 3.029 -3.786 0.286
H 2.374 -3.382 -0.968
O 0.711 -2.299 -0.338
H 1.025 -1.960 0.508
H -0.194 -2.578 -0.118
O -3.046 -0.949 1.589
H -2.345 -1.132 0.965
H -3.832 -0.615 1.135
O 0.352 1.510 -3.553
H 0.905 1.244 -4.285
H 0.525 2.376 -3.187
O 4.494 -0.863 0.291
H 4.194 -1.431 -0.436
H 4.092 -1.356 1.016
O -1.849 -2.745 -2.130
H -1.935 -2.073 -2.835
H -1.052 -2.401 -1.699
O -1.540 -3.421 0.884
H -2.142 -4.024 0.444
H -2.030 -2.704 1.300
O 1.716 0.829 3.166
H 2.331 0.797 3.899
H 2.131 1.118 2.350
O -1.716 -0.268 -3.557
H -1.323 0.140 -2.761
H -0.915 -0.332 -4.084
*
```

- Molar mass: 312.4 g/mol
- Calculated total energy: -1187.31080 a.u.
- ΔE to the lowest compared entry with this formula, charge and spin: 52.5 kcal/mol

What is the calculated total energy in the fourth record? -1187.31080 a.u.

Which of these has the highest molar mass? C64H176N16O16

Among the records above, which one has the lowest calculated total energy? C64H176N16O16

What is the formula in the third record? C27H28N6O6